Entry 1:
{
  "formula": "C12H13AlFO4",
  "method": "wB97M-V/def2-TZVPD",
  "elements": ["Al", "F", "O", "O", "O", "O", "C", "C", "C", "C", "C", "C", "C", "C", "C", "C", "C", "C", "H", "H", "H", "H", "H", "H", "H", "H", "H", "H", "H", "H", "H"],
  "xyz": [[1.520, 0.245, 0.363], [3.160, -1.598, -1.534], [0.428, 1.339, -0.569], [1.461, 1.251, 1.876], [-0.897, -2.286, 2.209], [5.009, -0.525, -1.814], [0.890, -1.624, 0.790], [0.930, 2.477, 1.416], [-1.580, -1.249, 0.225], [-2.763, -0.721, 0.738], [-2.361, -0.807, -2.009], [-3.734, -0.214, -0.120], [-0.187, 2.080, 0.446], [-1.381, -1.302, -1.153], [3.964, -0.550, -1.261], [-0.538, -1.767, 1.175], [3.423, 0.445, -0.308], [-3.526, -0.252, -1.495], [-2.891, -0.714, 1.808], [-4.280, 0.162, -2.146], [-0.840, 1.451, 1.074], [1.445, -1.953, 1.667], [1.647, 3.038, 0.805], [4.079, 0.441, 0.557], [0.573, 3.038, 2.280], [-0.470, -1.716, -1.547], [1.081, -2.340, -0.010], [3.512, 1.405, -0.805], [-0.848, 2.882, 0.103], [-4.625, 0.211, 0.313], [-2.200, -0.847, -3.075]],
  "forces_ev_per_a": [[0.170, 0.595, 0.388], [-0.663, -0.603, -0.025], [0.019, -0.520, -0.089], [0.336, -0.197, -0.641], [-0.343, -0.034, 0.723], [0.928, -0.168, -0.634], [-0.170, 0.099, 0.138], [-0.559, -0.481, -0.058], [-0.103, -0.083, -0.234], [0.033, -0.065, -0.478], [0.072, -0.093, 0.231], [0.543, -0.208, 0.243], [-0.296, -0.031, 0.883], [-0.557, 0.341, 0.189], [0.331, 0.863, 0.392], [0.313, 0.049, -0.441], [-1.026, -0.827, -0.121], [0.007, -0.039, 0.256], [-0.055, 0.027, 0.168], [-0.058, 0.014, -0.208], [-0.231, -0.151, -0.120], [0.235, -0.147, 0.033], [0.277, 0.348, 0.297], [0.204, 0.109, 0.158], [-0.031, 0.400, -0.015], [0.190, -0.013, -0.112], [0.167, 0.105, -0.282], [0.137, 0.273, 0.051], [0.362, 0.295, -0.415], [-0.220, 0.109, -0.115], [-0.011, 0.032, -0.164]],
  "charge": -1,
  "homo_energy_ev": -5.420,
  "homo_lumo_gap_ev": 8.67,
  "lumo_ev": 3.250
}

=====

Entry 2:
{
  "formula": "C6H8S",
  "method": "wB97M-V/def2-TZVPD",
  "elements": ["S", "C", "C", "C", "C", "C", "C", "H", "H", "H", "H", "H", "H", "H", "H"],
  "xyz": [[-0.034, 2.195, 1.036], [0.682, -1.639, 0.090], [-0.998, 0.374, -0.998], [1.243, -1.024, 1.432], [-1.042, 1.886, -0.592], [0.398, 0.132, 0.929], [-0.075, -0.342, -0.157], [0.994, -1.556, 2.318], [2.173, -0.670, 1.406], [-0.722, 0.260, -2.205], [0.368, -2.661, 0.136], [1.458, -1.617, -0.639], [-1.971, -0.115, -0.987], [-0.539, 2.433, -1.346], [-1.937, 2.346, -0.423]],
  "forces_ev_per_a": [[-0.076, -3.469, -1.047], [1.327, 0.268, -0.240], [-0.539, 0.226, -4.155], [-3.852, 0.277, -1.404], [3.356, -1.555, 1.103], [-0.096, 4.425, 2.841], [-1.033, -1.704, -0.360], [-0.345, -0.145, 0.758], [4.252, 0.515, 0.016], [-0.451, 0.484, 2.999], [-1.153, -0.339, 0.096], [0.999, -0.341, -0.607], [-0.254, 0.161, 0.268], [0.580, 0.621, -0.647], [-2.716, 0.574, 0.378]],
  "charge": 0,
  "homo_energy_ev": -8.081,
  "homo_lumo_gap_ev": 9.06,
  "de_lowest_ev": 3.253,
  "lumo_ev": 0.983
}

=====

Entry 3:
{
  "formula": "C23H43Cl3N5O4PS",
  "method": "wB97M-V/def2-TZVPD",
  "elements": ["Cl", "Cl", "Cl", "S", "P", "O", "O", "O", "O", "N", "N", "N", "N", "N", "C", "C", "C", "C", "C", "C", "C", "C", "C", "C", "C", "C", "C", "C", "C", "C", "C", "C", "C", "C", "C", "C", "C", "H", "H", "H", "H", "H", "H", "H", "H", "H", "H", "H", "H", "H", "H", "H", "H", "H", "H", "H", "H", "H", "H", "H", "H", "H", "H", "H", "H", "H", "H", "H", "H", "H", "H", "H", "H", "H", "H", "H", "H", "H", "H", "H"],
  "xyz": [[-2.644, 2.246, 1.191], [-1.042, 4.304, -0.666], [-4.816, 0.137, 0.845], [-0.176, -4.816, 1.563], [-0.698, 2.692, -1.854], [-1.720, 0.124, -1.779], [0.897, 2.438, -1.722], [3.125, 4.037, -0.178], [4.182, 5.158, 3.165], [2.947, 3.101, 4.909], [1.316, -0.415, -5.316], [1.470, 4.363, 3.607], [0.714, -1.840, -0.387], [0.881, 2.182, 4.066], [1.755, 1.064, 3.594], [1.742, 3.308, 4.191], [1.646, -1.401, 0.715], [-2.614, -2.332, -1.836], [3.129, 4.765, 0.985], [-1.496, 1.215, -0.943], [1.265, -3.135, -0.747], [0.404, -0.888, -4.609], [1.088, 0.003, 2.725], [-2.402, -2.301, -0.337], [0.641, -0.995, -1.592], [1.709, -0.006, 1.322], [0.290, -4.236, -1.158], [0.180, -5.348, -0.131], [-3.770, -4.296, 0.679], [-2.864, 1.748, -0.486], [4.282, 4.447, 1.988], [-4.008, 0.693, -0.671], [-5.127, 1.325, -1.464], [-3.166, -3.347, 0.260], [-0.270, -0.011, -3.623], [-0.691, -0.705, -2.303], [-1.422, -1.978, -2.703], [4.232, 3.327, 2.105], [1.307, -0.931, 3.198], [3.174, 5.881, 0.850], [2.040, -3.044, -1.500], [2.607, 1.492, 3.110], [0.398, 0.796, -3.444], [0.688, -4.725, -2.027], [1.376, 0.809, 0.724], [5.232, 4.585, 1.410], [1.092, -5.887, -0.060], [-2.742, -1.411, 0.142], [2.872, 3.362, 5.876], [-5.781, 1.890, -0.842], [-4.545, -4.898, 0.977], [1.674, -1.130, -5.943], [-0.723, -2.775, -2.850], [1.779, -3.522, 0.100], [-3.437, -1.737, -2.148], [1.372, 3.273, -1.451], [2.205, 4.645, 1.614], [-1.845, -1.790, -3.667], [0.633, 1.954, 5.015], [0.126, -1.920, -4.746], [1.193, -0.082, -1.525], [-3.739, -0.208, -1.162], [3.605, 3.698, 4.427], [-0.998, 0.920, -0.038], [-1.365, -4.219, 1.468], [1.179, -1.531, -2.355], [2.224, 5.039, 3.737], [2.633, -1.617, 0.341], [-0.619, -5.986, -0.431], [-3.137, 2.601, -1.056], [2.130, 0.586, 4.475], [-0.709, -3.941, -1.400], [2.739, 0.188, 1.510], [-1.391, -2.459, -0.024], [-2.900, -3.327, -2.105], [-4.731, 1.908, -2.263], [-1.190, 0.326, -4.055], [0.020, 0.097, 2.715], [1.415, -2.036, 1.534], [-5.693, 0.535, -1.917]],
  "forces_ev_per_a": [[-0.215, 0.338, 0.362], [0.115, 0.259, 0.453], [0.241, -0.326, 0.193], [0.696, -0.139, 0.821], [0.304, -0.481, -1.348], [0.011, -0.394, 0.034], [-0.785, 0.420, 0.242], [-0.535, -0.249, -0.630], [0.250, -0.440, 0.349], [0.171, -1.087, 0.071], [1.371, 0.584, -1.067], [-1.360, 1.114, -0.333], [0.131, 0.497, 0.264], [0.294, -0.851, -0.431], [-1.317, 0.092, 0.657], [-0.083, 0.278, 0.489], [-0.254, 1.056, -1.201], [1.044, -0.479, -0.177], [-0.441, 0.071, 0.421], [0.299, 0.982, 0.576], [-0.876, -0.424, -0.298], [-0.308, -0.099, 0.386], [0.470, 0.903, -0.371], [-0.455, -0.329, 0.255], [-0.304, -0.097, 0.773], [-0.905, -0.895, 0.717], [0.432, -0.494, 0.453], [-1.001, 1.148, 0.276], [0.480, 1.161, -0.493], [0.107, -2.019, 0.744], [-0.459, 0.080, -0.322], [-1.023, 1.388, 0.614], [0.133, -0.787, -0.353], [-0.610, -0.968, 0.366], [-0.072, -1.199, 0.415], [0.395, 0.199, -1.125], [-0.553, 0.691, 0.271], [-0.029, -0.004, 0.189], [0.095, -0.897, 0.184], [0.171, -0.079, -0.210], [0.317, 0.255, -0.481], [0.458, 0.284, -0.510], [0.394, 0.913, 0.102], [0.120, -0.234, -0.843], [-0.401, 0.681, -0.666], [0.043, 0.174, 0.209], [0.792, -0.597, 0.177], [0.058, 0.964, 0.123], [-0.065, 0.215, 0.284], [-0.370, 0.698, 0.398], [-0.977, -1.290, 0.666], [0.123, -0.029, -0.190], [0.296, -0.443, 0.094], [0.390, -0.311, 0.851], [-0.743, 0.640, -0.011], [1.039, -0.302, 0.722], [0.363, -0.059, -0.610], [-0.339, 0.053, -0.874], [-0.389, -0.255, 0.296], [-0.478, -0.540, 0.216], [0.312, 0.862, 0.686], [0.737, -0.225, -0.115], [1.037, 1.002, -0.218], [0.749, -0.275, 0.349], [-0.148, -0.108, -0.413], [0.287, -0.211, -0.656], [0.526, 0.171, -0.346], [0.733, -0.220, -0.048], [-0.438, -0.880, -0.262], [-0.329, 0.892, -0.382], [0.565, -0.463, 0.513], [-0.314, 0.445, -0.006], [0.980, 0.210, -0.210], [0.917, 0.321, -0.134], [-0.224, -0.846, -0.189], [0.299, 0.654, -0.635], [-0.575, 0.475, -0.332], [-0.740, 0.253, -0.052], [-0.021, -0.977, 0.515], [-0.612, -0.423, -0.233]],
  "charge": -2,
  "homo_energy_ev": 0.960,
  "homo_lumo_gap_ev": 2.52,
  "lumo_ev": 3.479
}

=====

Entry 4:
{
  "formula": "C24H37IrN2O10S2Si",
  "method": "wB97M-V/def2-TZVPD",
  "elements": ["Ir", "S", "S", "Si", "O", "O", "O", "O", "O", "O", "O", "O", "O", "O", "N", "N", "C", "C", "C", "C", "C", "C", "C", "C", "C", "C", "C", "C", "C", "C", "C", "C", "C", "C", "C", "C", "C", "C", "C", "C", "H", "H", "H", "H", "H", "H", "H", "H", "H", "H", "H", "H", "H", "H", "H", "H", "H", "H", "H", "H", "H", "H", "H", "H", "H", "H", "H", "H", "H", "H", "H", "H", "H", "H", "H", "H", "H"],
  "xyz": [[0.097, 0.356, -2.476], [-0.717, 2.166, -4.069], [-0.634, -0.547, -0.496], [-0.174, -0.054, 1.702], [2.240, -3.722, -6.221], [0.280, -4.585, -6.802], [0.545, 1.508, -4.443], [1.963, -0.720, -2.770], [-1.227, 1.093, 2.045], [3.021, -1.994, -4.269], [-1.226, 3.199, -4.892], [-0.434, -1.446, 2.403], [1.229, 0.691, 1.682], [-1.690, 1.094, -3.684], [-0.371, -1.394, -3.674], [-1.473, -1.844, -4.265], [0.980, 2.820, -1.928], [-0.345, 2.748, -2.391], [0.216, -2.865, -5.237], [0.228, -3.358, 3.661], [1.213, 3.371, -0.669], [-1.138, 3.804, -0.399], [-0.336, -2.891, 2.326], [-2.624, 1.145, 2.421], [0.168, 3.827, 0.123], [2.017, -1.544, -3.750], [0.667, -1.974, -4.249], [3.033, -0.603, 2.690], [3.040, -0.003, 0.247], [0.432, 4.305, 1.515], [3.289, 1.780, 2.011], [-3.478, 0.639, 1.262], [-1.164, -2.738, -5.213], [-2.909, 2.614, 2.707], [0.564, -3.326, 1.176], [-1.748, -3.421, 2.112], [0.934, -3.806, -6.159], [-2.852, 0.304, 3.671], [2.652, 0.443, 1.652], [-1.404, 3.253, -1.630], [-2.787, 3.197, 1.797], [-3.876, 0.425, 4.021], [2.728, -0.277, 3.685], [2.911, 2.116, 2.977], [0.568, 3.433, 2.160], [2.232, 3.473, -0.317], [1.339, 4.907, 1.562], [0.275, -4.446, 3.681], [2.558, -1.559, 2.476], [-2.394, -3.145, 2.945], [-1.946, 4.249, 0.165], [-4.516, 0.545, 1.578], [-0.405, -3.019, 4.480], [-0.400, 4.889, 1.905], [0.153, -3.003, 0.217], [0.639, -4.412, 1.172], [-1.728, -4.507, 2.036], [1.803, 2.562, -2.585], [-2.407, 3.224, -2.035], [3.038, 2.536, 1.267], [-2.671, -0.749, 3.461], [-3.429, 1.326, 0.415], [4.084, -0.313, 0.223], [2.423, -0.845, -0.076], [-2.166, -3.017, 1.188], [-1.900, -3.247, -5.812], [-2.211, 2.986, 3.457], [-3.926, 2.745, 3.073], [-2.370, -1.449, -4.026], [-2.172, 0.621, 4.462], [-3.126, -0.342, 0.934], [1.569, -2.920, 1.280], [1.233, -2.965, 3.811], [2.899, 0.807, -0.471], [4.112, -0.751, 2.685], [2.636, -3.088, -5.576], [4.373, 1.688, 2.068]],
  "forces_ev_per_a": [[-0.019, -2.612, -2.950], [-0.522, 2.008, 0.668], [-0.195, -0.177, -1.081], [0.357, 0.595, -0.661], [0.505, -0.061, -0.031], [0.166, 0.119, 0.000], [0.264, -1.132, 0.667], [-0.389, 1.950, 1.798], [-0.241, 0.145, 0.019], [-0.031, 0.271, 0.395], [0.079, -0.316, -0.173], [0.120, -0.030, -0.064], [0.140, -0.107, 0.195], [0.106, -0.345, 1.020], [0.828, 1.416, 1.358], [-0.359, 0.256, 0.094], [0.126, -0.330, -0.178], [0.192, -0.275, -0.821], [0.028, 0.183, 0.151], [-0.021, 0.134, -0.083], [-0.161, 0.008, 0.369], [-0.126, -0.190, -0.302], [-0.038, -0.462, 0.037], [-0.350, 0.010, 0.146], [0.388, -0.126, -0.119], [-0.600, -0.900, -1.041], [0.096, -0.224, -0.126], [-0.208, 0.087, -0.021], [-0.190, 0.048, 0.111], [-0.029, 0.078, -0.002], [-0.101, -0.082, -0.008], [0.205, 0.041, 0.043], [0.356, -0.133, -0.015], [0.116, -0.140, -0.017], [-0.026, 0.249, 0.084], [0.064, 0.152, 0.026], [-0.624, -0.059, 0.031], [0.203, 0.003, -0.111], [0.379, 0.066, 0.004], [-0.190, 0.161, 0.358], [-0.023, 0.049, 0.007], [-0.014, -0.004, -0.002], [0.012, -0.019, 0.018], [0.067, 0.003, 0.038], [-0.011, 0.015, 0.008], [-0.054, -0.050, -0.043], [0.006, -0.009, 0.021], [-0.001, -0.014, 0.010], [0.008, -0.043, 0.000], [-0.011, 0.002, -0.003], [0.011, -0.039, 0.060], [-0.026, 0.013, -0.041], [-0.007, -0.007, 0.008], [0.005, 0.019, 0.005], [-0.003, -0.091, -0.020], [-0.005, -0.015, -0.043], [-0.011, -0.013, 0.001], [-0.006, 0.087, -0.021], [-0.007, 0.060, 0.031], [0.070, -0.063, 0.057], [-0.046, -0.015, 0.047], [0.014, -0.014, -0.020], [0.021, 0.020, -0.041], [0.086, -0.058, 0.012], [-0.022, -0.021, -0.009], [-0.064, 0.027, 0.039], [-0.040, 0.021, 0.045], [-0.016, -0.014, -0.005], [-0.035, -0.001, -0.016], [-0.021, -0.002, 0.037], [-0.109, -0.061, 0.049], [0.044, -0.011, -0.006], [0.005, -0.016, 0.020], [0.001, -0.019, -0.011], [0.011, 0.004, 0.016], [-0.138, 0.000, 0.004], [0.013, 0.002, -0.022]],
  "s_squared": 0.76,
  "charge": 1,
  "homo_energy_ev": [-12.736, -12.695],
  "homo_lumo_gap_ev": [7.38, 6.37],
  "spin_multiplicity": 2,
  "de_lowest_ev": 2.497,
  "lumo_ev": [-5.353, -6.326]
}

=====

Entry 5:
{
  "formula": "C2H2NO2P",
  "method": "wB97M-V/def2-TZVPD",
  "elements": ["P", "O", "O", "N", "C", "C", "H", "H"],
  "xyz": [[-0.298, 1.801, 1.243], [0.506, -1.701, -0.004], [-0.779, 1.604, -0.350], [0.485, 0.390, 1.330], [0.171, -0.426, 0.057], [-0.445, 0.339, -0.874], [1.361, -2.128, 0.382], [-1.001, 0.121, -1.782]],
  "forces_ev_per_a": [[1.141, -2.066, -1.808], [1.385, -2.394, 0.031], [-0.128, -0.451, 0.183], [-1.658, -1.122, -2.363], [1.743, 2.975, 3.173], [-0.930, 0.934, 1.312], [-2.188, 2.263, -0.658], [0.636, -0.140, 0.130]],
  "charge": 0,
  "homo_energy_ev": -8.938,
  "homo_lumo_gap_ev": 9.03,
  "smiles": "Oc1copn1",
  "de_lowest_ev": 1.051,
  "lumo_ev": 0.095
}

=====

Entry 6:
{
  "formula": "CH6N2O2S",
  "method": "wB97M-V/def2-TZVPD",
  "elements": ["S", "O", "O", "N", "N", "C", "H", "H", "H", "H", "H", "H"],
  "xyz": [[1.351, 0.083, 0.273], [1.126, 1.474, -0.008], [0.144, -0.800, -0.454], [-1.690, 0.936, -0.221], [2.681, -0.398, -0.182], [-1.279, -0.410, -0.019], [0.922, -0.114, 1.787], [2.680, -1.408, -0.222], [-1.914, 1.043, -1.262], [-0.894, 1.457, -0.008], [-1.799, -1.116, -0.670], [-1.327, -0.749, 0.986]],
  "forces_ev_per_a": [[-5.712, 1.727, -0.430], [0.152, 0.702, -0.247], [0.647, 0.768, -0.185], [-1.338, -2.051, -2.605], [5.470, -1.897, -2.687], [-0.020, -0.750, -1.276], [-0.934, -0.272, 3.681], [0.316, -0.618, -0.024], [0.573, 0.128, 2.070], [1.173, 1.920, 0.448], [-0.289, 0.267, 0.247], [-0.039, 0.075, 1.009]],
  "s_squared": 2.01,
  "charge": 0,
  "homo_energy_ev": [-5.386, -10.692],
  "homo_lumo_gap_ev": [5.95, 6.43],
  "spin_multiplicity": 3,
  "de_lowest_ev": 2.893,
  "lumo_ev": [0.564, -4.262]
}

=====

Number 1: maximum force 1.323 eV/A. Number 2: maximum force 5.259 eV/A. Number 3: maximum force 2.154 eV/A. Number 4: maximum force 3.940 eV/A. Number 5: maximum force 4.686 eV/A. Number 6: maximum force 6.383 eV/A.